DFT (ωB97M-V/def2-TZVPD) results for an isolated molecule of C6H15N2 in a non-equilibrium geometry.

## Properties
<S²>   0.753
Molecular weight   115.200 g/mol
Multiplicity   2
Charge   0
Energy above the lowest of the compared OMol25 structures with the same formula, charge and spin   71.0 kcal/mol
Total energy   -346.9412 Ha

Atoms and positions in Å:
1 C 1.39 -1.42 -0.49
2 C 1.01 -0.50 -1.62
3 C -0.46 -0.16 -1.57
4 N -0.53 1.70 1.81
5 C -0.35 1.36 0.43
6 C -0.87 0.21 -0.15
7 C -2.09 -0.50 0.38
8 N 1.70 -0.63 0.74
9 H 0.56 -2.07 -0.19
10 H 2.18 -2.15 -0.70
11 H 1.57 0.45 -1.64
12 H 1.47 -0.90 -2.53
13 H -0.74 0.70 -2.19
14 H -1.14 -0.97 -1.87
15 H -0.48 2.70 1.94
16 H -1.37 1.39 2.24
17 H 0.23 2.10 -0.12
18 H -2.84 -0.82 -0.35
19 H -2.65 0.15 1.08
20 H -1.89 -1.31 1.05
21 H 2.67 -0.68 1.04
22 H 1.14 -0.91 1.54
23 H 1.51 0.41 0.58

---

DFT (ωB97M-V/def2-TZVPD) results for an isolated molecule of C4H6N2S.

## Properties
Molecular weight   114.173 g/mol
Multiplicity   1
Charge   0
Energy above the lowest of the compared OMol25 structures with the same formula, charge and spin   45.3 kcal/mol
Structure (SMILES)   SCC1C=NN=C1
Total energy   -663.6563 Ha

Atoms and positions in Å:
1 S 0.83 -0.37 2.40
2 C -0.06 -0.85 0.91
3 C -0.25 0.30 -0.10
4 C -0.93 -0.11 -1.37
5 N -0.23 0.13 -2.42
6 N 1.02 0.72 -2.01
7 C 1.02 0.81 -0.72
8 H -0.13 0.46 2.94
9 H -1.01 -1.28 1.16
10 H 0.57 -1.64 0.46
11 H -0.77 1.17 0.36
12 H -1.93 -0.55 -1.43
13 H 1.86 1.20 -0.17

---

DFT (ωB97M-V/def2-TZVPD) results for a structure of composition C4H3CoO in a non-equilibrium geometry.

## Properties
<S²>   3.819
Molecular weight   126.000 g/mol
Multiplicity   4
Charge   +1
Energy above the lowest of the compared OMol25 structures with the same formula, charge and spin   40.6 kcal/mol
Total energy   -1611.7102 Ha

Atoms and positions in Å:
1 C -2.18 0.20 -0.03
2 C -0.91 -0.17 -0.02
3 C 0.27 -0.71 0.00
4 C 1.53 -1.13 0.06
5 H -2.96 -0.57 -0.02
6 H -2.48 1.24 0.01
7 H 3.31 -0.26 -0.12
8 O 2.40 0.00 0.06
9 Co 1.02 1.39 0.05

---

DFT (ωB97M-V/def2-TZVPD) results for a structure of composition C21H25IrN6O4S in a non-equilibrium geometry.

## Properties
<S²>   8.804
Molecular weight   649.753 g/mol
Multiplicity   6
Charge   -1
Energy above the lowest of the compared OMol25 structures with the same formula, charge and spin   0.0 kcal/mol
Total energy   -1947.1475 Ha

Atoms and positions in Å:
1 Ir -0.85 0.47 1.13
2 N 1.71 0.64 1.47
3 C 1.94 0.29 2.88
4 C 0.77 0.76 3.73
5 O 0.93 1.20 4.88
6 N -0.49 0.65 3.07
7 C -1.66 1.10 3.92
8 C -2.45 2.09 3.13
9 O -3.02 3.02 3.68
10 O -2.43 1.80 1.72
11 H 2.32 0.15 0.82
12 H 1.75 1.64 1.32
13 H 2.83 0.76 3.31
14 H 2.04 -0.82 2.96
15 H -1.16 1.47 4.81
16 H -2.27 0.21 4.24
17 N -4.07 -1.49 -1.53
18 C -3.19 -0.82 -0.74
19 S -3.21 -1.00 0.95
20 N -2.36 -0.01 -1.45
21 N -1.37 0.74 -0.77
22 C -0.75 1.49 -1.70
23 C 0.20 2.51 -1.48
24 C 0.89 3.04 -2.61
25 C 1.86 3.99 -2.44
26 C 2.17 4.49 -1.15
27 C 1.49 4.02 -0.04
28 C 0.47 3.02 -0.15
29 O -0.16 2.56 0.91
30 H -4.57 -2.28 -1.13
31 H -3.92 -1.44 -2.53
32 H -1.11 1.28 -2.72
33 H 0.60 2.68 -3.60
34 H 2.40 4.37 -3.32
35 H 2.93 5.26 -1.05
36 H 1.74 4.39 0.96
37 C 1.67 -1.31 -3.56
38 N 0.96 -2.02 -2.48
39 C -0.44 -2.27 -2.86
40 C 1.15 -1.35 -1.20
41 C 0.52 -2.10 -0.06
42 C 0.77 -3.49 -0.08
43 C 0.34 -4.33 0.93
44 C -0.36 -3.76 1.99
45 C -0.62 -2.39 2.02
46 C -0.24 -1.49 0.98
47 H 1.64 -1.91 -4.48
48 H 2.73 -1.18 -3.29
49 H 1.24 -0.31 -3.79
50 H -0.43 -2.81 -3.82
51 H -1.01 -1.34 -3.01
52 H -0.97 -2.88 -2.10
53 H 0.79 -0.31 -1.26
54 H 2.26 -1.29 -1.05
55 H 1.31 -3.90 -0.95
56 H 0.56 -5.41 0.88
57 H -0.69 -4.37 2.84
58 H -1.18 -1.99 2.88

---

DFT (ωB97M-V/def2-TZVPD) results for a structure of composition CHBr4O2P in a non-equilibrium geometry.

## Properties
Molecular weight   395.607 g/mol
Multiplicity   1
Charge   0
Energy above the lowest of the compared OMol25 structures with the same formula, charge and spin   53.8 kcal/mol
Total energy   -10826.5771 Ha

Atoms and positions in Å:
1 C -1.23 2.99 0.42
2 O -0.73 -0.62 -0.17
3 O -1.96 2.02 0.16
4 P -0.93 0.08 1.18
5 Br 0.85 2.50 0.33
6 Br -1.35 3.92 2.02
7 Br -1.40 4.28 -1.16
8 Br -2.99 -0.70 1.75
9 H -0.05 -0.09 -0.77

---

DFT (ωB97M-V/def2-TZVPD) results for an isolated molecule of C3H3NO3 in a non-equilibrium geometry.

## Properties
Molecular weight   101.061 g/mol
Multiplicity   1
Charge   0
Energy above the lowest of the compared OMol25 structures with the same formula, charge and spin   48.7 kcal/mol
Structure (SMILES)   O=CNC(=O)C=O
Total energy   -396.5468 Ha

Atoms and positions in Å:
1 O 2.25 0.73 0.70
2 C 1.55 0.37 -0.19
3 N 0.08 0.76 -0.34
4 C -0.50 -0.38 0.09
5 O 0.27 -1.25 0.49
6 C -1.99 -0.65 0.06
7 O -2.41 -1.72 0.39
8 H 1.86 -0.30 -1.01
9 H -0.39 1.57 -0.73
10 H -2.64 0.17 -0.31

---

DFT (ωB97M-V/def2-TZVPD) results for a cluster of 2 separate species, C6H14N2O2 in total in a non-equilibrium geometry.

## Properties
Molecular weight   146.190 g/mol
Multiplicity   1
Charge   0
Energy above the lowest of the compared OMol25 structures with the same formula, charge and spin   85.5 kcal/mol
Structure (SMILES)   CNC(C)=O.CNC(C)=O
Total energy   -496.9213 Ha

Atoms and positions in Å:
1 C -2.11 -1.76 -0.30
2 N -2.47 -0.31 -0.47
3 C -3.80 -0.13 -0.03
4 C -4.12 1.36 0.14
5 O -4.62 -0.99 0.25
6 H -3.06 -2.35 -0.18
7 H -1.43 -1.97 -1.17
8 H -1.51 -1.98 0.59
9 H -1.86 0.55 -0.44
10 H -3.17 1.93 -0.04
11 H -4.79 1.75 1.11
12 H -4.85 1.80 -0.68
13 C 1.65 1.17 -0.64
14 N 2.88 0.88 0.30
15 C 3.54 -0.18 -0.20
16 C 4.57 -0.86 0.90
17 O 3.25 -0.67 -1.35
18 H 2.12 0.68 -1.67
19 H 0.68 0.66 -0.39
20 H 1.53 2.33 -0.56
21 H 3.13 1.29 1.26
22 H 4.64 -0.30 1.89
23 H 5.61 -0.94 0.47
24 H 4.20 -1.94 1.21

---

DFT (ωB97M-V/def2-TZVPD) results for a cluster of 4 separate species, C20H51N3O8 in total in a non-equilibrium geometry.

## Properties
Molecular weight   461.641 g/mol
Multiplicity   1
Charge   0
Energy above the lowest of the compared OMol25 structures with the same formula, charge and spin   48.0 kcal/mol
Structure (SMILES)   COCCNCCOC.COCCNCCOC.COCCNCCOC.OCCO
Total energy   -1558.5137 Ha

Atoms and positions in Å:
1 C 4.51 0.34 -4.69
2 O 4.60 0.42 -3.28
3 C 3.39 0.09 -2.61
4 C 2.33 1.28 -2.54
5 N 2.86 2.46 -1.87
6 C 1.74 3.46 -1.98
7 C 1.88 4.84 -1.27
8 O 2.32 5.83 -2.21
9 C 3.13 6.94 -1.68
10 H 3.84 1.06 -5.16
11 H 4.15 -0.61 -5.09
12 H 5.51 0.48 -5.10
13 H 3.68 -0.12 -1.58
14 H 3.09 -0.89 -3.00
15 H 1.44 0.95 -2.00
16 H 1.95 1.57 -3.53
17 H 3.64 2.80 -2.40
18 H 0.77 3.06 -1.68
19 H 1.51 3.75 -3.01
20 H 2.62 4.76 -0.48
21 H 0.93 5.25 -0.93
22 H 2.67 7.32 -0.77
23 H 3.00 7.84 -2.28
24 H 4.16 6.58 -1.63
25 C -1.81 -1.94 1.33
26 O -1.04 -2.22 0.14
27 C -1.28 -3.49 -0.40
28 C -1.02 -4.74 0.57
29 N -2.41 -5.06 1.06
30 C -2.52 -6.23 1.89
31 C -4.03 -6.50 2.14
32 O -4.53 -6.25 3.45
33 C -4.94 -4.90 3.88
34 H -1.62 -0.95 1.75
35 H -1.48 -2.57 2.15
36 H -2.85 -2.04 1.01
37 H -0.61 -3.44 -1.26
38 H -2.31 -3.49 -0.75
39 H -0.38 -4.48 1.41
40 H -0.50 -5.44 -0.08
41 H -2.95 -4.26 1.37
42 H -2.09 -6.04 2.87
43 H -2.07 -7.12 1.45
44 H -4.08 -7.59 2.16
45 H -4.59 -6.31 1.23
46 H -5.63 -4.96 4.73
47 H -5.32 -4.46 2.96
48 H -4.05 -4.36 4.19
49 C 0.29 4.01 3.44
50 O -0.46 2.93 3.59
51 C -0.54 2.00 2.51
52 C -1.70 2.26 1.60
53 N -1.88 1.15 0.71
54 C -3.00 1.43 -0.24
55 C -2.87 0.53 -1.49
56 O -1.46 0.51 -1.94
57 C -1.12 -0.55 -2.79
58 H 0.31 4.49 4.42
59 H -0.20 4.75 2.81
60 H 1.28 3.59 3.27
61 H -0.58 1.02 2.99
62 H 0.45 1.93 2.06
63 H -1.44 3.06 0.91
64 H -2.61 2.61 2.09
65 H -1.00 0.89 0.29
66 H -2.93 2.48 -0.53
67 H -3.98 1.40 0.23
68 H -3.46 0.90 -2.32
69 H -3.21 -0.40 -1.03
70 H -1.20 -1.59 -2.46
71 H -0.10 -0.51 -3.16
72 H -1.67 -0.53 -3.73
73 O 4.11 1.07 0.55
74 C 3.40 0.53 1.60
75 C 2.43 -0.51 1.02
76 O 1.35 0.06 0.36
77 H 3.49 1.33 -0.14
78 H 3.94 0.06 2.42
79 H 2.93 1.29 2.23
80 H 2.00 -1.11 1.83
81 H 3.03 -1.04 0.28
82 H 0.77 -0.66 0.12

---

> Look up the total energy of the third one.

-1611.7102 Ha

---

> Which formula does entry 3 have?

C4H3CoO